{"formula": "C35H37BiClOP", "method": "ωB97M-V/def2-TZVPD", "symbols": ["C", "C", "C", "H", "C", "C", "H", "H", "H", "H", "Bi", "Cl", "P", "C", "C", "H", "C", "H", "C", "H", "C", "H", "C", "H", "C", "C", "H", "C", "H", "C", "H", "C", "H", "C", "H", "C", "C", "H", "C", "H", "C", "H", "C", "H", "C", "H", "C", "C", "C", "C", "C", "C", "C", "C", "C", "C", "C", "C", "O", "H", "H", "H", "H", "H", "H", "H", "H", "H", "H", "H", "H", "H", "H", "H", "H", "H"], "positions_angstrom": [[-0.411, -2.842, 1.458], [-0.371, -3.230, 0.102], [0.970, -3.231, -0.344], [-1.229, -3.546, -0.492], [1.801, -2.821, 0.717], [0.962, -2.585, 1.887], [1.316, -2.558, 2.922], [-1.272, -2.870, 2.131], [1.312, -3.538, -1.336], [2.888, -2.811, 0.719], [0.659, -0.254, 1.318], [3.088, 0.068, 1.319], [0.469, -0.298, -3.680], [1.720, -1.491, -3.984], [1.616, -2.432, -5.041], [0.699, -2.466, -5.634], [2.695, -3.269, -5.305], [2.638, -3.972, -6.138], [3.856, -3.213, -4.527], [4.714, -3.841, -4.773], [3.920, -2.348, -3.426], [4.812, -2.325, -2.799], [2.859, -1.500, -3.130], [2.872, -0.827, -2.264], [-1.218, -0.793, -3.786], [-1.571, -2.148, -3.527], [-0.796, -2.860, -3.223], [-2.889, -2.555, -3.687], [-3.145, -3.602, -3.526], [-3.878, -1.643, -4.074], [-4.900, -1.984, -4.242], [-3.550, -0.292, -4.243], [-4.330, 0.424, -4.511], [-2.240, 0.149, -4.095], [-1.980, 1.202, -4.234], [0.890, 1.388, -3.951], [1.544, 1.790, -5.143], [1.833, 1.034, -5.874], [1.774, 3.145, -5.349], [2.249, 3.477, -6.272], [1.405, 4.092, -4.387], [1.567, 5.158, -4.574], [0.837, 3.680, -3.174], [0.578, 4.417, -2.414], [0.586, 2.335, -2.936], [0.158, 1.971, -1.997], [-0.913, 4.669, 2.569], [-0.309, 3.265, 2.673], [1.208, 3.352, 2.515], [-0.708, 2.518, 3.948], [-1.256, 3.145, 5.062], [-1.690, 2.408, 6.173], [-1.735, 1.012, 6.104], [-1.249, 0.344, 4.980], [-1.282, -1.176, 4.800], [-0.208, -1.842, 5.655], [-2.664, -1.767, 5.066], [-0.534, 1.106, 4.031], [0.415, 0.476, 3.330], [-0.466, 5.342, 3.310], [-2.000, 4.652, 2.705], [-0.712, 5.093, 1.575], [-0.718, 2.675, 1.833], [1.621, 3.975, 3.316], [1.680, 2.367, 2.562], [1.471, 3.815, 1.555], [-1.373, 4.226, 5.056], [-2.047, 2.924, 7.062], [-2.141, 0.415, 6.919], [-1.048, -1.391, 3.745], [-0.414, -1.658, 6.720], [-0.182, -2.924, 5.485], [0.779, -1.437, 5.406], [-3.402, -1.335, 4.383], [-2.642, -2.849, 4.888], [-2.988, -1.583, 6.098]], "lowdin_charge": [-0.2390, -0.1388, -0.1250, 0.0963, -0.2328, -0.3787, 0.1065, 0.0929, 0.0990, 0.0842, 1.5009, -0.0900, 1.0599, -0.4010, -0.0903, 0.1093, -0.0932, 0.1037, -0.0859, 0.1033, -0.0895, 0.1056, -0.0997, 0.0979, -0.3774, -0.1143, 0.0956, -0.1009, 0.1026, -0.1032, 0.0976, -0.1001, 0.1031, -0.0946, 0.1011, -0.3941, -0.0764, 0.1084, -0.0894, 0.1039, -0.0826, 0.1053, -0.0901, 0.1023, -0.1005, 0.0918, -0.0869, -0.3832, -0.0780, -0.1287, -0.0465, -0.0831, -0.0406, -0.1364, -0.3905, -0.0628, -0.0695, -0.3028, -0.3961, 0.0801, 0.0837, 0.0778, 0.1176, 0.0920, 0.0181, 0.0803, 0.1019, 0.0968, 0.1088, 0.0849, 0.0852, 0.0778, 0.0801, 0.0834, 0.0778, 0.0748], "homo_lumo_gap_ev": 6.48, "homo_energy_ev": -6.771}

=====

{"formula": "C35H37CeN4SSb2", "method": "ωB97M-V/def2-TZVPD", "symbols": ["Ce", "C", "Sb", "C", "C", "C", "C", "C", "C", "C", "C", "C", "Sb", "C", "C", "H", "H", "H", "H", "H", "H", "H", "H", "H", "H", "H", "H", "H", "H", "H", "H", "H", "H", "H", "H", "N", "C", "C", "C", "C", "C", "C", "S", "N", "C", "C", "C", "C", "C", "C", "N", "H", "H", "H", "H", "H", "H", "H", "H", "H", "C", "C", "C", "C", "N", "C", "C", "C", "C", "C", "C", "C", "H", "H", "H", "H", "H", "H", "H", "H"], "positions_angstrom": [[-0.113, 0.327, -0.005], [3.674, -1.924, 2.858], [2.932, -0.550, 1.332], [3.265, 1.307, 2.427], [4.460, -0.635, -0.144], [4.649, -1.966, -0.821], [5.535, -2.887, -0.264], [5.773, -4.120, -0.890], [5.123, -4.444, -2.062], [4.299, -3.493, -2.650], [4.118, -2.220, -2.117], [3.442, -1.188, -2.989], [1.280, -1.008, -2.811], [0.751, -0.125, -4.726], [0.650, -3.088, -3.118], [3.662, -2.974, 2.620], [3.024, -1.892, 3.748], [4.718, -1.542, 3.110], [3.653, 1.047, 3.473], [2.297, 1.842, 2.503], [3.906, 2.016, 1.889], [5.210, -0.152, 0.377], [4.024, 0.135, -0.824], [5.950, -2.715, 0.732], [6.544, -4.770, -0.430], [5.312, -5.377, -2.573], [3.821, -3.694, -3.608], [3.728, -1.537, -4.005], [3.814, -0.209, -2.905], [-0.346, -0.193, -4.964], [1.394, -0.626, -5.451], [1.122, 0.874, -4.751], [1.235, -3.704, -3.831], [-0.358, -3.158, -3.436], [0.538, -3.526, -2.135], [-3.432, 1.714, 3.023], [-3.629, 3.127, 3.046], [-4.366, 3.624, 4.128], [-4.471, 4.978, 4.274], [-3.869, 5.854, 3.353], [-3.220, 5.379, 2.261], [-3.092, 3.993, 2.149], [-2.468, 3.183, 0.695], [-1.704, 1.809, 1.398], [-2.319, 1.181, 2.415], [-1.812, -0.087, 2.970], [-2.178, -0.362, 4.305], [-1.724, -1.562, 4.896], [-0.840, -2.346, 4.133], [-0.493, -1.957, 2.863], [-1.010, -0.850, 2.246], [-3.733, 1.204, 3.809], [-4.816, 2.922, 4.861], [-5.002, 5.387, 5.140], [-3.942, 6.902, 3.413], [-2.931, 6.042, 1.465], [-2.863, 0.239, 4.899], [-2.033, -1.843, 5.861], [-0.487, -3.303, 4.552], [0.158, -2.605, 2.270], [-0.900, 3.903, -2.907], [-2.202, 3.591, -3.438], [-2.757, 2.299, -3.319], [-2.010, 1.357, -2.573], [-0.906, 1.772, -1.938], [-0.314, 2.946, -2.161], [-2.386, -0.112, -2.331], [-3.396, -0.767, -3.029], [-3.919, -1.946, -2.540], [-3.334, -2.594, -1.482], [-2.259, -1.939, -0.820], [-1.822, -0.683, -1.224], [-0.423, 4.864, -3.007], [-2.815, 4.375, -3.893], [-3.710, 2.045, -3.680], [0.605, 3.092, -1.594], [-3.848, -0.412, -3.914], [-4.719, -2.397, -3.100], [-3.815, -3.471, -1.173], [-1.880, -2.378, 0.138]], "lowdin_spin": [1.0136, -0.0003, -0.0007, -0.0002, -0.0002, 0.0000, 0.0000, 0.0000, 0.0000, 0.0000, 0.0000, -0.0004, -0.0007, 0.0004, -0.0006, 0.0000, 0.0000, 0.0000, 0.0000, 0.0000, 0.0000, 0.0000, 0.0001, 0.0000, 0.0000, 0.0000, 0.0000, 0.0000, 0.0000, 0.0000, 0.0000, 0.0000, -0.0001, 0.0000, 0.0000, -0.0001, 0.0001, 0.0000, 0.0001, 0.0000, 0.0001, 0.0001, 0.0008, -0.0008, 0.0001, 0.0001, 0.0000, 0.0002, 0.0000, 0.0001, -0.0013, 0.0000, 0.0000, 0.0000, 0.0000, 0.0000, 0.0000, 0.0000, 0.0000, 0.0000, -0.0001, 0.0008, 0.0000, 0.0001, -0.0021, 0.0006, -0.0009, -0.0002, 0.0003, -0.0003, -0.0005, -0.0077, 0.0000, 0.0000, 0.0000, 0.0000, -0.0001, 0.0000, -0.0001, 0.0000], "homo_lumo_gap_ev": [6.65, 6.67], "spin_multiplicity": 2, "homo_energy_ev": [-12.715, -12.724], "charge": 2}

=====

{"formula": "C35H37ClO4P2Pd", "method": "ωB97M-V/def2-TZVPD", "symbols": ["Pd", "C", "C", "C", "C", "C", "C", "C", "C", "C", "H", "H", "H", "H", "H", "H", "H", "H", "H", "H", "H", "H", "H", "H", "H", "P", "P", "C", "C", "C", "C", "C", "C", "C", "C", "C", "C", "C", "C", "C", "C", "C", "C", "C", "C", "C", "C", "C", "C", "C", "C", "C", "C", "H", "H", "H", "H", "H", "H", "H", "H", "H", "H", "H", "H", "H", "H", "H", "H", "H", "H", "H", "H", "H", "H", "O", "Cl", "O", "O", "O"], "positions_angstrom": [[-1.217, -1.426, -0.163], [-2.612, -5.234, -1.506], [-2.496, -4.601, -2.684], [-3.638, -4.500, -3.659], [-5.021, -4.220, -3.037], [-5.053, -3.448, -1.738], [-4.984, -3.952, -0.505], [-4.762, -5.389, -0.174], [-3.763, -6.099, -1.108], [-0.356, 1.155, 1.052], [-1.786, -5.275, -0.805], [-1.509, -4.454, -3.166], [-3.720, -5.438, -4.241], [-3.401, -3.714, -4.386], [-5.571, -3.607, -3.771], [-5.585, -5.167, -2.972], [-5.372, -2.413, -1.873], [-5.344, -3.369, 0.338], [-5.699, -5.977, -0.162], [-4.371, -5.429, 0.852], [-3.363, -6.956, -0.544], [-4.284, -6.517, -1.980], [-0.155, 1.714, 1.987], [-1.363, 1.384, 0.613], [0.226, 2.588, -0.151], [-1.029, -2.321, -2.228], [-3.240, -0.318, -0.182], [-2.675, -1.660, -2.654], [-3.523, -0.911, -1.853], [0.095, -1.682, -3.491], [-0.121, -2.028, -4.849], [0.843, -1.691, -5.807], [1.996, -0.975, -5.433], [2.150, -0.543, -4.104], [1.212, -0.896, -3.124], [-0.022, -3.682, -1.373], [-0.196, -3.919, 0.006], [0.332, -5.059, 0.613], [1.137, -5.940, -0.129], [1.429, -5.629, -1.465], [0.890, -4.490, -2.082], [-3.634, 1.448, -0.244], [-2.985, 2.210, -1.242], [-3.383, 3.524, -1.495], [-4.395, 4.111, -0.723], [-4.992, 3.387, 0.320], [-4.614, 2.066, 0.569], [-3.788, -0.870, 1.462], [-2.915, -0.825, 2.574], [-3.250, -1.405, 3.794], [-4.459, -2.097, 3.903], [-5.346, -2.117, 2.817], [-5.071, -1.407, 1.644], [-2.966, -1.901, -3.680], [-4.491, -0.562, -2.254], [-1.024, -2.576, -5.141], [0.695, -1.990, -6.851], [2.760, -0.741, -6.188], [3.012, 0.078, -3.834], [1.354, -0.578, -2.083], [-0.784, -3.221, 0.658], [0.137, -5.250, 1.671], [1.565, -6.829, 0.350], [2.107, -6.271, -2.028], [1.181, -4.230, -3.104], [-2.180, 1.759, -1.832], [-2.903, 4.095, -2.294], [-4.715, 5.136, -0.925], [-5.760, 3.856, 0.943], [-5.081, 1.496, 1.375], [-1.931, -0.363, 2.469], [-2.564, -1.347, 4.648], [-4.701, -2.626, 4.825], [-6.265, -2.699, 2.858], [-5.824, -1.291, 0.850], [3.103, 0.863, 2.101], [3.016, 0.655, 0.639], [0.514, 1.665, 0.007], [3.432, -0.670, 0.061], [-0.209, -0.184, 1.325]], "lowdin_spin": [0.4182, 0.0368, 0.0059, -0.0017, 0.0001, 0.0017, 0.0016, 0.0031, 0.0052, 0.0033, 0.0022, 0.0077, -0.0011, -0.0002, 0.0000, 0.0001, 0.0010, 0.0001, 0.0001, 0.0001, 0.0006, 0.0004, 0.0000, 0.0016, 0.0003, 0.1252, 0.0858, 0.0265, 0.0544, 0.0207, 0.0129, -0.0005, 0.0092, -0.0009, 0.0142, -0.0058, 0.0289, 0.0012, 0.0168, -0.0030, 0.0111, 0.0164, 0.0092, -0.0008, 0.0080, -0.0002, 0.0105, 0.0087, 0.0031, 0.0010, -0.0002, 0.0004, 0.0036, -0.0018, 0.0019, 0.0008, -0.0002, 0.0006, -0.0003, 0.0024, 0.0036, -0.0005, 0.0012, -0.0007, 0.0004, 0.0008, -0.0002, 0.0005, -0.0001, 0.0003, 0.0001, 0.0002, 0.0000, 0.0000, 0.0014, 0.3253, 0.3352, 0.0139, 0.3236, 0.0483], "homo_lumo_gap_ev": [5.97, 6.11], "spin_multiplicity": 3, "homo_energy_ev": [-6.227, -6.957]}

=====

Number 1: electronic energy -66592.660 eV. Number 2: electronic energy -79680.002 eV. Number 3: electronic energy -79652.929 eV.